Here is an isolated ion of composition C4H7N2OS2 and charge +1 in a non-equilibrium geometry from OMol25. Energies are from ωB97M-V with the def2-TZVPD basis set.

Summary:
Relative energy (zero: lowest compared OMol25 entry of this formula, charge and spin): 46.4 kJ/mol
LUMO energy: -5.3 eV
Multiplicity: 1
Net charge: +1
HOMO-LUMO gap: 7.6 eV
Structure (SMILES): C[C@@]1(O)SSC=NC1=[NH2+]

XYZ file:
```
16
Properties=species:S:1:pos:R:3:forces:R:3:nbo_charge:R:1
C 1.66342 -1.62409 0.35634 2.02 0.62 0.69 -0.01
C -0.13216 0.70213 -0.07209 0.61 -0.15 -2.70 0.29
C -0.36802 -0.83785 -0.53228 1.13 3.51 0.83 0.49
C -0.36207 1.04258 1.38601 -1.73 0.82 -1.78 -0.69
N 0.49046 -1.70908 -0.14525 -0.50 -1.59 -0.23 -0.48
N -1.37576 -0.98309 -1.34604 -1.36 0.23 0.07 -0.69
O -0.72906 1.37125 -1.18218 0.82 -1.09 2.02 -0.70
S 2.83772 -0.36370 0.25249 0.09 -1.45 0.62 0.35
S 1.91133 1.30585 -0.30238 -2.32 -0.72 -0.80 0.06
H 2.09925 -2.43392 0.99155 -0.63 0.41 -0.72 0.26
H -0.05589 0.08577 1.81971 -0.08 0.76 1.09 0.25
H -1.48982 1.25107 1.44455 1.45 -0.59 0.54 0.25
H 0.19076 1.98724 1.61140 -0.43 -1.20 0.43 0.26
H -1.02634 2.20578 -0.87734 -0.50 1.74 0.30 0.49
H -2.19670 -0.36865 -1.31990 1.11 0.17 0.03 0.44
H -1.45711 -1.63130 -2.08459 0.31 -1.47 -0.37 0.43
```
Forces are in eV/Å.